A cluster of 10 separate species, C60H146N9O22 in total at a distorted geometry, computed with ωB97M-V/def2-TZVPD.

Geometry as ORCA input:
```
! wB97M-V def2-TZVPD RIJCOSX def2/J DEFGRID3
* xyz 7 1
C 0.432 1.264 -3.176
C -0.201 0.464 -2.272
C 0.292 0.274 -0.858
O -0.333 -0.385 0.076
C 1.484 0.869 -0.516
C 2.217 1.811 -1.378
C 1.695 1.966 -2.828
O 2.158 2.756 -3.689
O 3.216 2.353 -1.009
O -1.297 -0.126 -2.718
H 0.186 1.307 -4.227
H 1.814 0.795 0.510
C -5.127 7.202 -7.273
O -4.802 5.888 -7.501
C -3.425 5.692 -7.806
C -3.260 4.132 -7.967
N -4.306 3.579 -8.987
H -5.178 4.083 -8.915
H -4.041 3.948 -9.889
C -4.651 2.096 -8.950
C -3.425 1.248 -9.529
O -3.213 1.862 -10.748
C -2.067 1.260 -11.429
H -5.230 7.754 -8.207
H -4.455 7.721 -6.590
H -6.106 7.344 -6.814
H -2.758 6.248 -7.147
H -3.271 6.189 -8.764
H -3.579 3.639 -7.048
H -2.314 3.788 -8.386
H -5.364 2.073 -9.774
H -5.113 1.759 -8.022
H -3.809 0.257 -9.768
H -2.559 1.146 -8.875
H -1.183 1.379 -10.803
H -1.875 1.759 -12.379
H -2.229 0.192 -11.572
C 8.381 8.030 -6.814
O 7.524 8.326 -5.732
C 6.078 8.457 -5.976
C 5.327 9.057 -4.800
N 5.509 8.172 -3.547
H 4.741 8.470 -2.962
H 5.292 7.216 -3.792
C 6.831 8.178 -2.706
C 7.221 9.629 -2.298
O 6.058 10.291 -1.821
C 6.308 11.632 -1.536
H 9.440 8.217 -6.634
H 8.141 8.721 -7.621
H 8.350 6.976 -7.091
H 5.654 7.524 -6.347
H 5.920 9.233 -6.725
H 4.249 9.147 -4.935
H 5.636 10.076 -4.565
H 7.597 7.619 -3.244
H 6.525 7.545 -1.873
H 7.585 10.009 -3.253
H 8.023 9.512 -1.569
H 7.042 12.082 -2.204
H 6.636 11.710 -0.499
H 5.356 12.158 -1.472
C 7.409 -0.961 -5.577
O 6.855 -1.775 -6.536
C 5.676 -1.144 -7.089
C 4.709 -1.985 -7.975
N 5.519 -3.020 -8.826
H 6.239 -2.390 -9.149
H 5.917 -3.696 -8.190
C 4.675 -3.709 -9.959
C 3.369 -4.387 -9.480
O 2.427 -3.510 -8.848
C 1.244 -4.226 -8.547
H 8.251 -1.434 -5.072
H 6.694 -0.857 -4.761
H 7.724 0.030 -5.902
H 6.142 -0.388 -7.722
H 5.136 -0.602 -6.312
H 4.209 -1.353 -8.709
H 4.013 -2.467 -7.288
H 5.355 -4.412 -10.440
H 4.456 -3.068 -10.813
H 3.594 -5.262 -8.872
H 2.821 -4.735 -10.356
H 0.414 -3.737 -8.039
H 1.253 -5.126 -7.931
H 0.512 -4.457 -9.321
C 0.780 7.426 0.374
O 2.014 7.200 1.004
C 2.269 8.040 2.129
C 3.335 7.614 3.015
N 3.137 6.053 3.351
H 2.198 5.935 3.703
H 3.240 5.554 2.478
C 4.080 5.417 4.332
C 5.537 5.423 3.932
O 5.993 6.766 3.907
C 7.415 6.746 3.601
H 0.007 7.279 1.128
H 0.697 6.604 -0.338
H 0.665 8.328 -0.228
H 1.404 8.046 2.792
H 2.372 9.083 1.829
H 3.354 8.255 3.896
H 4.266 7.717 2.458
H 3.627 4.432 4.437
H 3.964 5.977 5.260
H 5.709 4.898 2.993
H 6.073 4.873 4.705
H 7.791 7.767 3.657
H 7.580 6.334 2.605
H 7.996 6.226 4.363
C 4.259 -7.021 0.480
O 4.347 -7.556 -0.829
C 4.976 -6.732 -1.733
C 6.553 -6.905 -1.735
N 6.900 -8.407 -1.499
H 6.432 -8.685 -0.649
H 6.453 -9.092 -2.091
C 8.466 -8.695 -1.529
C 8.763 -10.192 -1.258
O 7.828 -11.052 -1.954
C 7.937 -12.411 -1.451
H 3.930 -5.985 0.405
H 5.169 -7.115 1.073
H 3.571 -7.610 1.087
H 4.726 -5.692 -1.521
H 4.635 -6.851 -2.761
H 7.098 -6.389 -0.945
H 6.853 -6.709 -2.765
H 8.965 -8.050 -0.806
H 8.870 -8.515 -2.525
H 8.710 -10.331 -0.178
H 9.744 -10.509 -1.610
H 8.899 -12.886 -1.643
H 7.141 -12.906 -2.007
H 7.644 -12.517 -0.406
C -5.005 -2.967 8.319
O -5.018 -2.492 9.689
C -5.576 -1.220 9.863
C -7.121 -1.327 10.190
N -7.444 -2.066 11.495
H -7.185 -1.511 12.298
H -8.432 -2.263 11.575
C -6.699 -3.432 11.753
C -7.337 -3.977 13.066
O -8.722 -4.043 13.025
C -9.297 -4.348 14.247
H -5.999 -2.914 7.874
H -4.538 -3.945 8.205
H -4.240 -2.421 7.766
H -5.485 -0.691 8.914
H -5.073 -0.785 10.726
H -7.660 -1.873 9.417
H -7.592 -0.347 10.116
H -5.627 -3.356 11.936
H -6.868 -4.132 10.934
H -6.975 -3.382 13.905
H -6.897 -4.958 13.241
H -8.936 -3.817 15.128
H -9.214 -5.410 14.475
H -10.386 -4.318 14.275
C 3.612 -2.595 8.090
O 4.730 -3.368 8.390
C 5.920 -2.906 7.784
C 7.177 -3.471 8.517
N 7.043 -3.083 10.003
H 7.153 -2.092 10.167
H 6.085 -3.349 10.182
C 7.878 -3.853 11.072
C 7.590 -5.347 11.191
O 6.233 -5.539 11.611
C 5.838 -6.830 12.087
H 3.530 -2.333 7.035
H 3.735 -1.590 8.492
H 2.629 -2.942 8.408
H 6.078 -1.828 7.750
H 5.895 -3.248 6.749
H 8.149 -3.118 8.174
H 7.285 -4.554 8.579
H 7.685 -3.258 11.965
H 8.912 -3.606 10.828
H 8.271 -5.884 11.852
H 7.729 -5.877 10.249
H 5.072 -6.695 12.850
H 6.652 -7.331 12.611
H 5.549 -7.498 11.276
C -7.787 -5.897 2.539
O -6.494 -5.514 2.080
C -5.937 -6.327 0.990
C -5.190 -5.461 -0.009
N -6.146 -4.288 -0.302
H -6.469 -3.871 0.560
H -5.508 -3.620 -0.711
C -7.430 -4.543 -1.113
C -8.187 -3.311 -1.550
O -8.570 -2.502 -0.401
C -9.486 -3.099 0.499
H -8.272 -5.006 2.940
H -7.657 -6.673 3.293
H -8.417 -6.216 1.708
H -6.665 -6.840 0.362
H -5.318 -7.129 1.394
H -5.017 -5.902 -0.991
H -4.245 -5.146 0.432
H -7.950 -5.207 -0.422
H -7.187 -5.169 -1.972
H -9.043 -3.658 -2.129
H -7.512 -2.752 -2.197
H -10.334 -3.376 -0.127
H -9.773 -2.393 1.278
H -9.035 -3.925 1.048
C -7.049 3.254 0.189
O -7.898 2.889 -0.883
C -8.134 3.968 -1.819
C -9.322 3.658 -2.748
N -10.509 3.445 -1.855
H -10.434 2.579 -1.341
H -10.551 4.116 -1.101
C -11.816 3.215 -2.573
C -12.947 2.995 -1.601
O -12.614 2.003 -0.675
C -13.694 1.678 0.157
H -5.985 3.188 -0.036
H -7.175 2.489 0.955
H -7.312 4.219 0.622
H -7.192 4.169 -2.329
H -8.344 4.888 -1.273
H -9.133 2.764 -3.343
H -9.450 4.553 -3.357
H -11.656 2.224 -2.998
H -11.890 4.137 -3.150
H -13.924 2.858 -2.065
H -13.141 3.967 -1.147
H -14.611 1.387 -0.356
H -14.025 2.467 0.833
H -13.391 0.826 0.766
*
```

Results
Lowest unoccupied orbital energy (eV): -8.326
Frontier orbital gap (eV): 3.5622
Relative energy (zero: lowest compared OMol25 entry of this formula, charge and spin) (kcal/mol): 0.00